Record 1
ORCA calculation (ωB97M-V with the def2-TZVPD basis set) on a molecular structure, C30H78BeF6O26 in a non-equilibrium geometry.

Computed properties:
⟨S²⟩: 0.752
Spin multiplicity: 2
Electronic energy: -102304.7791 eV
Net charge: -1
LUMO level (spin up / spin down): 1.77 / 1.77 eV
Orbital gap (spin up / spin down): 4.40 / 5.70 eV
F_max: 4.557 eV/Å

Each line ends with the Mulliken spin population.
Atoms and positions in Å:
Be: 0.73109 3.73954 2.35335  0.0097
C: 0.70496 0.68253 4.44713  -0.1529
O: -0.17298 -0.28034 3.99212  0.0237
O: 0.02115 1.92357 4.20201  0.0074
C: 1.19572 0.30604 5.91934  0.0124
F: 1.92224 -0.81759 6.07615  0.0005
F: 1.97123 1.29075 6.43612  0.0012
F: 0.17948 0.12085 6.78350  0.0003
C: 0.44279 -1.44272 3.32874  0.0020
C: -0.68771 -2.30906 2.89065  0.0000
H: -1.23706 -2.56633 3.79626  0.0000
H: -1.33533 -1.76783 2.20090  0.0001
H: -0.37295 -3.27822 2.50365  0.0000
H: 1.14608 -2.05689 3.89114  0.0001
H: 0.96544 -1.18327 2.40809  0.0007
H: 1.63086 0.67009 3.87209  -0.0120
C: 0.38043 0.89841 -0.26422  0.4091
O: -0.70088 -0.03119 -0.21425  0.0579
O: -0.02124 1.96941 0.54924  0.5107
C: 1.79686 0.20031 -0.19017  -0.0964
F: 1.76009 -1.01543 0.21081  -0.0068
F: 2.27010 0.04077 -1.39948  -0.0007
F: 2.76557 0.79226 0.55729  -0.0883
C: -0.99817 -0.71324 -1.41603  -0.0006
C: -2.41200 -1.33635 -1.10068  0.0008
H: -2.69152 -2.05458 -1.87146  -0.0002
H: -2.42655 -1.79671 -0.11277  0.0000
H: -3.20876 -0.59692 -1.02002  -0.0002
H: -0.25660 -1.50757 -1.50081  0.0004
H: -1.06512 -0.19050 -2.37016  -0.0005
H: 0.27621 1.21815 -1.30104  0.0141
C: -6.37946 -1.43539 -2.05101  0.0000
C: -5.61811 -1.84421 -3.31423  0.0000
O: -4.69651 -0.90127 -3.64783  0.0000
O: -5.61811 -1.80392 -0.91662  0.0000
H: -7.32101 -1.97034 -1.92693  0.0000
H: -6.46971 -0.34914 -2.05453  0.0000
H: -6.32113 -1.99004 -4.13435  0.0000
H: -5.12603 -2.79854 -3.12664  0.0000
H: -4.83643 -0.14581 -3.07225  0.0000
H: -6.15823 -1.58692 -0.15321  0.0000
C: 2.87959 4.33408 4.92838  -0.0387
C: 3.92434 3.76247 3.96701  0.0215
O: 3.12046 2.91847 3.12705  0.3832
O: 1.77925 4.99385 4.29840  -0.1041
H: 3.39572 5.01410 5.60608  0.0047
H: 2.49313 3.62199 5.65752  0.0034
H: 4.74174 3.22779 4.45084  0.0005
H: 4.40736 4.47644 3.29990  0.0040
H: 3.70129 2.33918 2.62838  -0.0596
H: 1.57206 5.79537 4.78444  0.0188
C: -1.27822 -3.81796 -5.41351  0.0000
C: -1.71355 -2.84135 -4.33661  0.0001
O: -2.40770 -1.76147 -4.88453  0.0000
O: -2.09209 -3.59313 -6.58209  0.0000
H: -1.29357 -4.80794 -4.95765  0.0000
H: -0.23813 -3.60890 -5.66374  0.0000
H: -0.81029 -2.60281 -3.77506  -0.0002
H: -2.40023 -3.48475 -3.78653  0.0000
H: -3.21582 -1.85778 -4.37535  -0.0001
H: -2.05989 -2.64680 -6.74023  0.0000
C: -2.81129 3.90224 -1.14509  -0.0062
C: -3.69654 3.54172 0.05656  -0.0007
O: -3.88600 4.63734 0.94056  -0.0091
O: -1.60802 4.25947 -0.55335  0.0194
H: -3.28720 4.69958 -1.71593  0.0007
H: -2.55926 3.01994 -1.73341  -0.0004
H: -3.32329 2.61829 0.49936  0.0110
H: -4.70688 3.28806 -0.26430  0.0002
H: -3.14514 4.65027 1.55095  0.0095
H: -1.30477 3.41527 -0.21133  0.0055
C: 5.43508 1.87738 -0.70756  0.0013
C: 5.99579 1.96213 0.76035  0.0002
O: 5.11977 1.57498 1.77831  0.0037
O: 4.62732 3.05869 -0.97552  0.0002
H: 5.06398 0.85992 -0.83070  0.0001
H: 6.24352 2.01325 -1.42594  0.0002
H: 6.09203 3.04199 0.87325  0.0003
H: 6.96441 1.46964 0.84603  -0.0002
H: 5.16422 0.63306 1.95836  -0.0006
H: 4.30372 2.98781 -1.87656  -0.0009
C: 3.89663 -3.14795 1.76086  0.0002
C: 3.86345 -1.91476 2.66023  0.0004
O: 5.01411 -1.14685 2.44503  0.0000
O: 4.99117 -3.96707 2.22474  0.0000
H: 3.95804 -3.06786 0.67554  0.0001
H: 2.95257 -3.68853 1.82887  -0.0001
H: 3.81420 -2.31063 3.67460  0.0001
H: 2.98722 -1.27872 2.53464  0.0020
H: 5.66523 -1.80024 2.17905  0.0001
H: 4.70185 -4.52872 2.94755  0.0000
C: -0.09713 0.28075 -6.00374  0.0000
C: 1.17528 0.35088 -5.13550  0.0001
O: 1.61450 1.75346 -5.15523  0.0000
O: -1.32756 0.69237 -5.37737  0.0000
H: -0.16456 -0.78100 -6.24090  0.0000
H: 0.02608 0.70988 -6.99811  0.0000
H: 1.94243 -0.26679 -5.60245  0.0000
H: 1.06968 -0.08093 -4.14026  0.0000
H: 1.80823 1.94622 -6.07551  0.0000
H: -1.87553 -0.08669 -5.25739  0.0000
C: -4.00483 -4.36743 0.42513  -0.0002
C: -3.44960 -4.17795 1.84338  -0.0001
O: -4.00227 -5.12396 2.77895  0.0000
O: -3.45522 -5.55113 -0.11309  0.0000
H: -3.69843 -3.54996 -0.22752  0.0001
H: -5.09224 -4.31072 0.37607  0.0000
H: -3.65876 -3.14278 2.11315  0.0000
H: -2.37891 -4.36926 1.77177  0.0001
H: -4.95936 -5.15821 2.71260  0.0000
H: -4.03566 -5.82822 -0.82577  0.0000
C: 2.41912 -3.02580 -2.68966  -0.0009
C: 3.24451 -2.83266 -3.96459  0.0000
O: 2.56356 -3.23423 -5.14582  0.0000
O: 2.04779 -4.39415 -2.58878  0.0000
H: 1.54321 -2.37709 -2.68148  0.0004
H: 3.00718 -2.70622 -1.82934  0.0002
H: 4.16917 -3.39696 -3.84336  0.0000
H: 3.40439 -1.76598 -4.12178  0.0000
H: 2.55073 -4.19294 -5.09787  0.0000
H: 1.72433 -4.61611 -1.71259  0.0000
C: -3.75949 0.22241 2.45710  -0.0004
C: -4.12380 -0.33966 3.88653  -0.0006
O: -4.38344 0.74914 4.78689  -0.0024
O: -2.63621 1.02037 2.49938  -0.0340
H: -4.57787 0.84439 2.09449  -0.0002
H: -3.58254 -0.60000 1.76396  0.0013
H: -3.31698 -0.85728 4.40540  -0.0002
H: -5.00599 -0.97935 3.91149  0.0000
H: -4.86783 0.39771 5.53754  0.0003
H: -2.08433 0.86414 1.72956  0.0124
C: 2.86592 5.50317 0.18799  -0.0078
C: 1.62474 6.43442 0.30503  0.0118
O: 0.88455 6.34976 1.49665  -0.0089
O: 2.58016 4.07286 0.47706  0.0786
H: 3.71109 5.88086 0.76344  -0.0017
H: 3.15286 5.58993 -0.85998  -0.0024
H: 0.86192 6.11453 -0.40481  -0.0079
H: 1.91300 7.45151 0.03944  0.0045
H: 0.33836 7.13859 1.46480  0.0026
H: 3.23574 3.54323 0.01736  -0.0079



Record 2
ORCA calculation (ωB97M-V with the def2-TZVPD basis set) on 31 unconnected molecules or ions with the total composition C30H79Br2F18NO34 in a non-equilibrium geometry.

Computed properties:
Electronic energy: -292496.6925 eV
LUMO level: -0.84 eV
Orbital gap: 7.79 eV
Relative energy (zero: lowest compared OMol25 entry of this formula, charge and spin): 0.00 kcal/mol
F_max: 1.512 eV/Å

Each line ends with the Mulliken charge.
Atoms and positions in Å:
C: 2.76598 2.85282 -1.49515  -1.4096
C: 1.59908 3.33122 -2.40955  0.0439
C: 0.59940 4.29761 -1.68627  -0.5714
C: -0.91141 3.87843 -1.85358  0.7839
C: -1.34252 3.23514 -0.54579  0.5399
C: -1.54999 3.99266 0.61357  1.6813
C: -1.36904 5.50034 0.54931  -0.9466
C: -2.47880 6.12850 -0.25815  0.6899
O: -3.60362 5.76732 -0.26554  -0.5467
F: -2.06200 7.16241 -1.03730  -0.3090
C: -1.88188 3.40459 1.83376  -1.6751
C: -2.01029 2.03068 1.87771  0.2694
C: -1.82778 1.25454 0.73622  0.1701
C: -1.50299 1.83876 -0.48301  -0.4666
N: -1.31418 0.99842 -1.64894  -0.2023
C: -2.34789 0.90933 -2.30358  0.5721
O: -3.25439 0.75258 -3.01208  -0.6408
C: -1.96542 -0.24353 0.85028  0.7793
O: -2.47397 -0.91468 -0.00905  -0.4638
C: -1.42644 -0.80845 2.14380  -0.0053
C: -0.66697 -2.12049 2.15008  -0.4106
C: -1.42885 -3.26669 1.43059  -1.4506
C: -0.95314 -3.76049 0.06650  1.2451
F: -1.96831 -3.65359 -0.81995  -0.3220
F: -0.69204 -5.10586 0.12650  -0.1572
C: 0.24286 -3.06676 -0.61759  0.5456
F: 0.25845 -3.49209 -1.91392  -0.3461
F: 0.08086 -1.74740 -0.68130  -0.2359
C: 1.64905 -3.37078 -0.01789  0.6512
F: 1.53536 -4.06079 1.13129  -0.3540
F: 2.28240 -2.23268 0.29720  -0.1647
C: 2.58152 -4.19503 -0.94183  0.4944
F: 3.63810 -4.53824 -0.18517  -0.3295
F: 2.00143 -5.35061 -1.29689  -0.3339
C: 3.13763 -3.41188 -2.17810  0.8327
F: 2.54661 -2.21003 -2.34443  -0.2948
F: 4.43415 -3.14753 -1.97658  -0.3074
C: 3.08553 -4.18652 -3.53942  0.2980
F: 3.40598 -3.26457 -4.46424  -0.2709
F: 1.84850 -4.60301 -3.86769  -0.3617
C: 4.14212 -5.32739 -3.68446  0.7714
F: 5.26922 -4.75544 -4.13984  -0.2795
F: 4.44056 -5.91622 -2.52956  -0.2416
C: 3.74583 -6.38045 -4.76938  0.5745
F: 3.28989 -5.76342 -5.85676  -0.2371
F: 4.87061 -6.99863 -5.12982  -0.2767
F: 2.88699 -7.26758 -4.32508  -0.2420
C: -1.61786 -0.06624 3.23554  0.6681
C: -1.11589 -0.45796 4.58142  -0.9837
Br: 0.73951 -0.05084 4.82210  -0.1100
C: -1.87206 -1.01471 5.52740  0.6833
C: -3.33659 -1.32631 5.30761  -0.9153
Br: -1.11069 -1.42091 7.23522  -0.1731
C: -2.32057 1.27598 3.14092  -0.0384
O: -3.06806 1.69637 3.98104  -0.5333
H: 3.72283 2.95377 -2.01614  0.4404
H: 2.84512 3.46287 -0.59739  0.3228
H: 2.66700 1.79447 -1.24380  0.1256
H: 2.07747 3.89512 -3.21071  -0.2507
H: 1.12581 2.43592 -2.81036  0.5047
H: 0.83683 4.26380 -0.61839  0.4861
H: 0.76300 5.32963 -1.98631  0.2811
H: -1.50147 4.76645 -2.08878  -0.6240
H: -0.96016 3.17663 -2.67604  -0.5053
H: -0.39615 5.71523 0.10733  0.1042
H: -1.35284 5.87542 1.57360  0.6036
H: -2.01101 4.00120 2.73082  0.6595
H: -0.49969 -2.42844 3.18168  0.5143
H: 0.31666 -1.87838 1.74622  0.0432
H: -2.46831 -2.96793 1.31817  0.5370
H: -1.45239 -4.11945 2.11407  0.3939
H: -3.90867 -0.40735 5.22409  0.0289
H: -3.46475 -1.95857 4.43084  0.2193
H: -3.68935 -1.82313 6.21007  0.4758
O: 0.58197 -2.05384 -4.61864  -0.5847
H: -0.14202 -2.64966 -4.39145  0.4260
H: 1.24617 -2.25776 -3.95689  0.0545
O: -0.30607 -8.13856 0.59279  -0.6396
H: 0.53877 -8.59203 0.50663  0.3067
H: -0.15081 -7.27312 0.20040  0.3170
O: -0.05190 1.91730 7.16595  -0.4378
H: 0.54160 1.64391 7.87104  0.2615
H: -0.06091 2.87440 7.24296  0.2071
O: 2.13307 4.98628 -5.08376  -0.5878
H: 1.87494 5.78470 -5.56870  0.2916
H: 1.99870 4.26926 -5.71309  0.2957
O: 3.01579 5.78763 -1.63729  -0.5881
H: 3.47848 5.69114 -2.47748  0.2897
H: 2.66887 6.68511 -1.66636  0.2719
O: -5.09431 5.65738 -2.84725  -0.6951
H: -4.71149 6.03666 -2.04327  0.3568
H: -4.66073 4.80127 -2.93487  0.3216
O: -1.48031 -9.77258 3.03588  -0.6395
H: -0.70099 -9.86748 3.59256  0.3284
H: -1.16345 -9.29128 2.26170  0.3221
O: -4.57187 8.27649 -1.89764  -0.6320
H: -3.73040 8.05754 -1.48576  0.3461
H: -4.32955 8.69414 -2.73094  0.3301
O: 3.08826 0.08118 -5.56893  -0.6226
H: 2.36552 -0.51559 -5.34663  0.3366
H: 3.76493 -0.10098 -4.91040  0.2989
O: -6.19872 0.72776 4.52580  -0.7467
H: -5.25562 0.82575 4.34442  0.4224
H: -6.59782 1.50422 4.11966  0.2877
O: 0.00682 6.57757 -3.54257  -0.6833
H: -0.25332 7.37515 -4.01797  0.3248
H: -0.10909 5.87145 -4.18973  0.2642
O: -2.80702 -5.98568 2.50234  -0.5848
H: -2.06765 -5.91212 1.89193  0.2700
H: -2.94494 -6.93553 2.58690  0.3160
O: -5.70893 -0.06343 -1.40642  -0.6106
H: -5.00357 -0.04870 -2.06277  0.3092
H: -5.90754 -0.99665 -1.28714  0.3010
O: -0.46448 -12.64802 1.83954  -0.6298
H: 0.19810 -12.66430 1.14287  0.3056
H: -0.88210 -11.78158 1.75886  0.3342
O: 1.50382 7.82539 -5.77356  -0.5359
H: 1.25340 8.15864 -6.64240  0.2684
H: 2.26677 8.35808 -5.52570  0.2793
O: 4.52111 -4.66338 -8.30818  -0.6979
H: 4.61984 -5.13798 -7.47664  0.3500
H: 3.58253 -4.45321 -8.35154  0.3138
O: -1.41536 4.73866 4.91022  -0.5046
H: -1.87920 5.56509 5.07868  0.3063
H: -1.16309 4.43313 5.78717  0.2268
O: -0.48422 2.27533 -4.94780  -0.4880
H: -0.85591 2.23281 -5.83511  0.2381
H: -1.19343 1.96420 -4.38204  0.1827
O: -2.89270 7.32049 -4.14059  -0.7326
H: -3.69966 6.82443 -3.91843  0.4518
H: -2.26682 7.06768 -3.45207  0.3071
O: -6.06121 3.31934 6.38398  -0.6258
H: -6.30871 4.10820 5.89300  0.3053
H: -6.17100 2.59478 5.75468  0.3184
O: 4.60288 -7.40343 -9.46257  -0.6254
H: 4.76409 -6.45846 -9.33692  0.3497
H: 5.25325 -7.67347 -10.11852  0.3201
O: 0.23116 2.80590 9.85106  -0.5747
H: -0.27719 3.61194 9.99202  0.2958
H: 0.51191 2.54668 10.73562  0.2981
O: -0.68193 7.44786 5.31087  -0.6117
H: -0.50442 8.38264 5.46119  0.2686
H: 0.01871 7.15747 4.71639  0.3262
O: 1.41075 -3.05003 5.34100  -0.3857
H: 1.70099 -3.97028 5.35096  0.2372
H: 2.07256 -2.59762 5.87080  0.2421
O: 2.17456 4.01179 11.32139  -0.6061
H: 1.92335 4.30853 10.44085  0.3219
H: 2.92429 4.56328 11.56558  0.2909
O: -1.47924 -2.95872 -6.62380  -0.6284
H: -1.15638 -3.86190 -6.69415  0.3103
H: -0.80140 -2.49684 -6.11747  0.3589
O: -1.46285 5.78533 7.84403  -0.6067
H: -0.94114 6.26254 7.18474  0.3132
H: -2.21118 6.36549 8.01263  0.3056
O: 7.02866 -9.16696 -9.45676  -0.6158
H: 6.27799 -9.70431 -9.18420  0.3249
H: 7.71099 -9.36314 -8.80865  0.2955
O: 3.86414 0.27740 1.32390  -0.6139
H: 4.60442 0.34401 0.71297  0.2915
H: 3.71050 -0.66802 1.41109  0.2960
O: 2.37159 -5.25387 6.95302  -0.5952
H: 1.60823 -5.80557 7.15289  0.3034
H: 2.99422 -5.44448 7.66099  0.2881



Which of these has the lowest F_max? C30H79Br2F18NO34